Record 1
# C6H13ClS4

A molecular structure, C6H13ClS4 (the ωB97M-V functional and the def2-TZVPD basis, OMol25).

Geometry as XYZ:
```
24
Properties=species:S:1:pos:R:3:forces:R:3:lowdin_charge:R:1
C -0.27121 0.43821 2.53640 0.8 0.5 -0.1 -0.1209
C 0.13589 1.51341 1.42951 -2.8 -2.3 0.0 -0.2013
C -0.48265 1.01031 0.05699 -2.1 0.4 1.0 -0.2640
C 0.36618 0.01156 -0.68942 0.3 -1.4 1.6 -0.3285
C -0.42959 -1.06942 -1.38767 -0.3 -1.3 -2.5 -1.1553
C 0.49256 -2.00755 -2.21268 -2.0 -1.0 1.3 -1.3749
S -1.60533 -2.05773 -0.33562 0.8 0.1 0.7 0.7114
S -1.68776 -0.36328 -2.54401 -0.7 0.8 -0.8 0.6795
S -0.25114 -3.19662 -3.31037 -0.8 0.0 0.4 0.6666
S 1.88205 -2.64551 -1.43480 0.4 -1.9 -1.8 0.8875
Cl 1.61257 -0.59112 -3.68854 1.4 0.8 -0.9 0.2968
H -0.10836 0.93130 3.52656 0.5 -1.0 -0.5 0.0712
H 0.19125 -0.57773 2.37711 0.1 1.2 0.5 0.0736
H -1.32966 0.21210 2.54335 -0.4 0.3 -0.4 0.0506
H -0.39412 2.42910 1.78894 1.0 -0.3 -0.7 0.1090
H 1.21338 1.53281 1.31345 0.1 0.6 0.3 0.0931
H -1.58292 0.61586 0.16993 2.1 0.3 0.4 0.1099
H -0.71535 1.82917 -0.59061 0.3 0.8 -0.5 0.0820
H 0.95192 0.48724 -1.49711 0.3 -0.3 0.9 0.0780
H 0.94145 -0.58743 0.13805 -0.4 1.4 -1.5 0.1137
H -1.97911 -2.73571 -1.42152 -0.3 -0.2 0.2 -0.1629
H -1.24107 -0.43505 -3.83952 0.5 -0.1 0.9 -0.1271
H 0.73964 -3.52676 -4.14170 0.5 0.4 0.1 -0.1270
H 2.08554 -1.68418 -0.64378 0.7 1.9 1.5 -0.1609
```
Forces are in eV/Å.

As for the orbital gap (spin up / spin down): 7.48 / 4.86 eV. Its spin multiplicity is 3. The expectation value of S² is 2.009. As for the LUMO energy (spin up / spin down): 0.01271 / -0.14086 Ha. As for the total energy: -62291.275 eV.

***

Record 2
# C3H6INO3

2 unconnected molecules or ions with the total composition C3H6INO3 (the ωB97M-V functional and the def2-TZVPD basis, OMol25).

Geometry as XYZ:
```
14
Properties=species:S:1:pos:R:3:forces:R:3:lowdin_charge:R:1
C -0.39441 -0.25606 -1.65348 0.7 -1.5 0.5 -0.0293
C -0.54519 -0.65523 -0.18054 2.2 0.7 -0.3 -0.2412
C 0.83768 0.55904 1.01302 -1.8 -3.5 -0.5 -0.5515
N -0.08936 1.54998 1.23868 0.4 1.6 2.0 -0.5390
O -0.21643 2.52282 0.48819 -0.1 -0.9 -0.2 0.0382
O -0.68240 1.40852 2.30668 -1.1 0.6 -0.3 -0.0501
O -0.05845 -1.85289 0.14848 0.4 -1.9 -1.2 -0.1047
I 1.42391 -0.74052 2.61777 -0.2 1.0 -0.9 0.9044
H 0.60492 0.15902 -1.68844 0.2 0.3 -0.6 0.0736
H -0.43173 -1.13865 -2.37027 0.0 0.8 1.1 0.1094
H -1.10371 0.45073 -2.00451 -0.6 0.8 0.0 0.0688
H -1.40020 -0.32745 0.38164 -0.4 -0.3 0.3 0.1243
H 1.51757 0.63382 0.24422 1.6 0.8 -1.2 0.0274
H 0.53780 -2.31313 -0.54144 -1.5 1.5 1.4 0.1694
```
Forces are in eV/Å.

As for the orbital gap (spin up / spin down): 8.56 / 8.56 eV. Its spin multiplicity is 1. As for the LUMO energy (spin up / spin down): -0.01223 / -0.01222 Ha. As for the total energy: -18935.850 eV. For the relative energy (zero: lowest compared OMol25 entry of this formula, charge and spin), the calculation gives 6.090 eV.

***

Record 3
# C26H36BrN7O11PSn

A molecular structure, C26H36BrN7O11PSn (the ωB97M-V functional and the def2-TZVPD basis, OMol25).

Geometry as XYZ:
```
83
Properties=species:S:1:pos:R:3:forces:R:3:lowdin_charge:R:1
Sn -0.30313 0.65207 -0.68215 -0.1 0.0 0.0 1.2934
N 1.82857 -0.74836 -0.13925 0.2 0.1 0.1 -0.0196
C 2.74016 0.30725 0.35586 -0.3 -0.2 -0.1 -0.1831
C 2.73216 1.41944 -0.68424 0.0 0.1 -0.3 -0.5635
O 3.78655 1.71951 -1.25867 -0.1 0.0 0.1 -0.0023
N 1.50696 1.90239 -0.91400 0.1 0.2 0.0 -0.0957
C 1.29051 2.62375 -2.15630 0.0 -0.2 0.1 -0.1350
C 0.80439 1.58325 -3.23902 -0.1 0.0 0.0 -0.4622
O -0.94255 3.31140 -3.68101 0.2 0.0 -0.3 0.0265
O 0.32690 0.40125 -2.63815 0.1 0.0 -0.3 -0.3786
H 2.13045 -1.06480 -1.05679 0.0 0.0 0.0 0.0903
H 1.80339 -1.55177 0.47838 0.0 0.0 0.1 0.0651
H 2.34194 0.68471 1.29944 0.0 0.0 0.0 0.0856
H 3.76535 -0.02939 0.49436 0.1 -0.1 0.0 0.1062
H 0.53646 3.38599 -1.99118 0.0 0.0 0.0 0.1103
H 2.19766 3.12017 -2.49696 0.1 0.0 0.0 0.1224
C -4.22971 4.66582 2.73168 0.1 0.0 -0.1 -0.0830
O -2.93572 4.23080 2.33051 -0.1 0.0 0.0 -0.0238
C -2.81640 3.18330 1.46860 -0.1 0.2 -0.3 -0.5585
O -1.72279 2.75914 1.19441 0.1 0.0 0.3 0.0309
N -3.99041 2.66716 0.99908 0.2 -0.1 0.1 -0.0016
N -3.96204 1.62371 0.05075 0.0 0.1 0.0 0.0568
H -4.07212 5.40179 3.51388 0.0 0.0 0.0 0.0879
H -4.82278 3.83923 3.12236 0.0 0.0 0.0 0.0913
H -4.76185 5.14714 1.90730 0.0 0.0 0.0 0.0919
H -4.79691 3.25939 0.93253 0.0 0.0 0.0 0.1123
H -3.29739 1.87665 -0.68902 0.0 0.0 0.0 0.0388
H -3.57104 0.81625 0.52581 0.0 0.0 0.0 0.0716
C 3.39088 -0.53815 3.72643 0.0 0.1 -0.1 -0.0144
N 1.96210 -0.29049 3.90435 0.0 -0.2 0.4 -0.0807
N 1.08941 -1.14751 3.22714 0.0 0.0 -0.2 0.0411
C -0.05550 -0.42820 2.80787 0.4 0.1 -0.1 -0.4448
O -1.00324 -0.95112 2.26259 -0.4 -0.2 0.1 0.0020
C 0.23678 0.95186 3.14631 -0.1 0.0 0.0 0.0648
C 1.44321 0.97843 3.75145 0.1 0.2 0.0 -0.2871
C 2.24683 2.15612 4.18594 0.0 0.0 0.0 -0.0104
C 1.11381 -2.53893 3.46663 -0.1 0.2 0.0 -0.1915
C 0.61901 -3.39221 2.48353 0.0 -0.1 -0.1 -0.0082
C 0.62360 -4.76151 2.70282 0.0 0.0 0.0 -0.0700
C 1.12819 -5.28811 3.88540 0.0 0.1 0.0 -0.0984
C 1.61914 -4.42977 4.85987 0.0 0.0 0.0 -0.0902
C 1.60468 -3.05583 4.66019 0.0 -0.1 0.1 -0.0351
H 3.57433 -1.60710 3.77074 0.0 0.0 0.0 0.0823
H 3.93238 -0.06375 4.54202 0.0 0.0 0.0 0.0920
H 3.76340 -0.15794 2.77176 0.0 0.0 0.1 0.0730
H -0.40215 1.78730 2.89057 0.1 -0.1 0.0 0.1052
H 1.64995 3.05815 4.07361 0.0 0.0 0.0 0.0890
H 3.14499 2.26731 3.57188 0.0 0.0 0.0 0.0878
H 2.55933 2.06105 5.22733 0.0 0.0 0.0 0.0853
H 0.21288 -2.98076 1.56834 0.0 0.0 0.0 0.0959
H 0.23668 -5.41789 1.93214 0.0 0.0 0.0 0.1075
H 1.13207 -6.35808 4.04887 0.0 0.0 0.0 0.0972
H 2.00961 -4.82758 5.78833 0.0 0.0 0.0 0.0991
H 1.95746 -2.38248 5.43089 0.0 0.0 0.0 0.1106
C -2.28841 -3.37160 0.25931 0.0 0.1 -0.1 -0.1450
O -1.43928 -3.66538 -0.85479 0.0 0.0 -0.1 -0.3418
P -1.17837 -2.42046 -1.88152 0.3 0.0 0.3 0.7863
O -2.67831 -2.28146 -2.48268 -0.2 0.1 -0.1 -0.3266
C -3.02350 -1.01272 -3.07672 0.1 0.0 0.0 -0.1139
O -0.38210 -3.30771 -2.97617 0.0 -0.2 0.0 -0.3195
C 0.55868 -2.64788 -3.83846 -0.1 0.0 0.1 -0.1272
H -2.12932 -4.15065 1.00107 0.0 0.0 0.0 0.0750
H -3.33260 -3.38141 -0.05542 0.0 0.0 0.0 0.0791
H -2.04822 -2.40340 0.71131 0.0 -0.1 0.0 0.0518
H -3.95780 -0.67172 -2.63635 0.0 0.0 0.0 0.0823
H -3.15334 -1.15069 -4.14948 0.0 0.0 0.0 0.0833
H -2.25425 -0.25066 -2.91647 0.0 -0.1 0.0 0.0363
H 0.27864 -2.86035 -4.86852 0.0 0.0 0.0 0.0817
H 1.55208 -3.05334 -3.64672 0.0 0.0 0.0 0.0820
H 0.56984 -1.56934 -3.66641 0.0 0.0 0.0 0.0390
Br 3.65998 -0.22335 -5.84988 -0.1 0.0 0.0 0.6754
C 1.98684 0.46286 -5.17903 -0.1 0.0 -0.1 -0.6255
C 0.85093 0.07107 -5.99734 0.0 0.2 0.1 -0.2485
N -0.30691 0.61179 -6.04813 -0.1 0.2 0.2 0.0747
C -0.72945 1.69405 -5.28703 0.2 -0.3 -0.2 -0.0624
C -0.28548 2.18008 -4.11549 0.0 0.1 0.2 -0.1534
C 2.01442 1.18982 -4.06307 0.0 0.0 0.1 -0.0287
C -1.79987 3.22040 -2.56482 -0.1 -0.2 0.2 -0.7019
O -2.40602 4.24072 -2.30408 0.0 -0.1 0.1 0.0583
O -1.82999 2.07800 -2.00294 0.0 0.3 0.0 -0.1828
H 1.03361 -0.74123 -6.69668 0.0 0.0 0.0 0.0805
H -1.61136 2.18563 -5.67956 0.0 0.0 -0.1 0.1180
H 2.97311 1.39885 -3.59913 0.0 0.0 0.0 0.0969
```
Forces are in eV/Å.

The total charge is -1. As for the orbital gap: 7.25 eV. Its spin multiplicity is 1. As for the LUMO energy: 0.07955 Ha. As for the total energy: -145665.010 eV. For the relative energy (zero: lowest compared OMol25 entry of this formula, charge and spin), the calculation gives 1.670 eV.

***

Record 4
# C12H22AgAsIN

A molecular structure, C12H22AgAsIN (the ωB97M-V functional and the def2-TZVPD basis, OMol25).

Geometry as XYZ:
```
38
Properties=species:S:1:pos:R:3:forces:R:3:lowdin_charge:R:1
Ag -1.25277 1.24445 -0.15143 -0.2 0.4 0.1 0.4759
I -0.84977 -5.12645 -1.09193 -0.2 0.4 0.1 0.8300
C -2.06017 -3.43675 -0.69763 0.3 -0.5 -0.1 -0.6916
C -3.42257 -3.48525 -0.93933 0.0 0.2 0.0 -0.1357
C -4.17097 -2.35305 -0.64793 0.1 -0.1 -0.1 -0.0512
C -3.52357 -1.24095 -0.13713 -0.1 0.1 0.1 -0.1409
N -2.21557 -1.20615 0.09567 0.1 0.1 0.0 0.0054
C -1.49467 -2.28345 -0.17653 0.1 -0.2 0.0 -0.2315
H -3.88907 -4.37385 -1.33903 0.0 0.0 0.0 0.0978
H -5.23647 -2.33955 -0.82163 -0.1 0.0 0.0 0.1077
H -4.05887 -0.33445 0.10837 -0.1 0.1 0.0 0.1000
H -0.43717 -2.22355 0.05457 0.0 -0.1 -0.1 0.0724
C -2.82627 2.76235 0.13567 0.1 -0.1 0.0 -0.3225
H -3.22197 3.20085 -0.78563 0.2 -0.1 -0.1 -0.0847
H -2.45397 3.60745 0.72647 0.1 -0.1 0.0 -0.0857
H -3.70147 2.39525 0.68517 0.1 -0.2 0.0 -0.0870
C 2.76843 -0.67245 -2.24513 -0.2 0.0 0.1 -0.1847
C 2.82543 0.54035 -1.32773 -0.2 0.0 -0.1 -0.4434
As 1.35003 0.62305 -0.00893 0.3 0.3 0.3 1.1459
C 1.96273 -0.72755 1.30357 0.0 -0.1 -0.1 -0.4453
C 1.03283 -0.80425 2.50857 0.0 0.1 -0.1 -0.1852
C 1.98613 2.24665 0.91697 0.0 0.1 0.1 -0.4551
C 1.60263 3.52255 0.17787 -0.2 -0.1 -0.1 -0.1939
H 3.57963 -0.64215 -2.97313 0.0 0.0 0.0 0.0678
H 1.82063 -0.68975 -2.78713 0.1 -0.1 0.0 0.0644
H 2.85963 -1.59795 -1.67423 0.0 0.0 -0.1 0.0582
H 2.76283 1.45645 -1.92493 0.0 -0.1 0.2 0.0610
H 3.77213 0.56435 -0.78063 -0.1 0.1 0.1 0.0688
H 2.97773 -0.47355 1.62297 0.0 0.0 -0.1 0.0686
H 2.00853 -1.70235 0.80597 0.0 0.1 -0.1 0.0534
H 1.07993 0.11965 3.08357 -0.1 0.0 0.1 0.0602
H 1.31143 -1.62275 3.17207 0.0 0.0 0.0 0.0704
H -0.00267 -0.94845 2.19267 0.0 0.0 0.1 0.0427
H 3.07493 2.18745 1.03067 -0.1 -0.1 0.0 0.0671
H 1.54223 2.27135 1.91777 0.1 -0.2 -0.1 0.0607
H 2.07123 3.57225 -0.80583 0.0 0.0 0.0 0.0578
H 1.91243 4.40535 0.73587 0.0 0.0 0.0 0.0683
H 0.51653 3.56495 0.04147 0.1 0.1 0.0 0.0339
```
Forces are in eV/Å.

As for the orbital gap: 7.52 eV. Its spin multiplicity is 1. As for the LUMO energy: 0.00975 Ha. As for the total energy: -87227.798 eV. For the relative energy (zero: lowest compared OMol25 entry of this formula, charge and spin), the calculation gives 0.000 eV.

***

Record 5
# C3H10N4O

2 unconnected molecules or ions with the total composition C3H10N4O (the ωB97M-V functional and the def2-TZVPD basis, OMol25).

Geometry as XYZ:
```
18
Properties=species:S:1:pos:R:3:forces:R:3:lowdin_charge:R:1
N -1.69848 1.61096 0.43144 0.9 0.2 -0.5 0.1716
C -1.03371 0.95441 -0.56497 -2.3 -3.6 -0.1 -0.5683
O -1.11895 1.18401 -1.75406 0.8 0.6 0.7 0.0546
N -0.52314 -0.39567 -0.15524 -1.8 1.2 -0.5 -0.3141
N -0.57739 -1.45394 -1.10277 0.1 0.6 0.1 0.0882
N -0.71964 -0.77897 1.18642 -0.1 0.3 -0.6 0.0623
H -1.55903 1.33765 1.38943 0.1 -0.1 0.0 0.0846
H -2.02490 2.53431 0.19768 0.1 0.0 0.1 0.1110
H -1.28666 -1.27098 -1.81086 -0.1 0.2 0.3 0.0842
H 0.30274 -1.46825 -1.61612 0.1 0.0 0.2 0.0750
H 0.14173 -1.21780 1.51407 0.1 0.1 -0.2 0.0628
H -1.45222 -1.48234 1.21579 0.0 0.0 0.0 0.0909
C 1.47803 0.41457 -0.13963 1.3 2.7 0.7 -0.1492
C 2.28436 -0.40702 0.55826 -0.4 0.7 -0.3 -0.0967
H 1.57778 0.51214 -1.21265 0.0 -0.5 -0.2 0.0673
H 0.95861 1.41354 0.20078 1.2 -2.3 0.2 0.1061
H 2.26765 -0.45198 1.63777 0.2 0.2 0.1 0.0329
H 2.98321 -1.03464 0.02467 -0.2 -0.3 0.1 0.0368
```
Forces are in eV/Å.

As for the orbital gap: 9.09 eV. Its spin multiplicity is 1. As for the LUMO energy: 0.03370 Ha. As for the total energy: -11278.124 eV. For the relative energy (zero: lowest compared OMol25 entry of this formula, charge and spin), the calculation gives 4.077 eV. As for the structure (SMILES): NC(=O)N(N)N.C=C.